Below is a cluster of 7 separate species, C17H39N4O12P3 in total, with properties calculated with wB97M-V/def2-TZVPD.

Last columns: bonded neighbours and bond lengths (Å).
Cartesian coordinates (Å):
1 C 5.016 -1.873 1.960  O2 1.433, H9 1.091, H10 1.119, H11 1.075
2 O 4.153 -1.378 0.929  C1 1.433, P3 1.533
3 P 2.789 -1.980 0.574  O2 1.533, O4 1.458, O5 1.565, O7 1.611
4 O 2.823 -3.437 0.526  P3 1.458
5 O 1.666 -1.307 1.432  P3 1.565, C6 1.461
6 C 0.457 -1.978 1.907  O5 1.461, H12 1.069, H13 1.077, H14 1.110
7 O 2.614 -1.215 -0.834  P3 1.611, C8 1.442
8 C 3.485 -1.345 -1.976  O7 1.442, H15 1.093, H16 1.074, H17 1.079
9 H 5.264 -1.026 2.603  C1 1.091
10 H 5.951 -2.111 1.394  C1 1.119
11 H 4.603 -2.702 2.506  C1 1.075
12 H 0.044 -2.431 1.031  C6 1.069
13 H -0.130 -1.214 2.389  C6 1.077
14 H 0.795 -2.747 2.632  C6 1.110
15 H 3.978 -2.312 -2.105  C8 1.093
16 H 4.194 -0.553 -1.828  C8 1.074
17 H 2.934 -1.136 -2.881  C8 1.079
18 C -6.442 1.388 6.347  O19 1.420, H26 1.108, H27 1.088, H28 1.119
19 O -5.192 1.529 5.690  C18 1.420, P20 1.598
20 P -5.031 1.935 4.153  O19 1.598, O21 1.453, O22 1.583, O24 1.580
21 O -6.062 1.380 3.292  P20 1.453
22 O -3.546 1.456 3.881  P20 1.583, C23 1.408
23 C -3.255 0.137 3.484  O22 1.408, H29 1.071, H30 1.059, H31 1.086
24 O -5.044 3.512 4.053  P20 1.580, C25 1.407
25 C -4.192 4.285 4.864  O24 1.407, H32 1.089, H33 1.107, H34 1.067
26 H -6.245 0.914 7.329  C18 1.108
27 H -7.107 0.801 5.716  C18 1.088
28 H -6.875 2.395 6.576  C18 1.119
29 H -3.587 -0.533 4.251  C23 1.071
30 H -2.216 0.208 3.291  C23 1.059
31 H -3.807 -0.050 2.567  C23 1.086
32 H -4.306 5.347 4.653  C25 1.089
33 H -3.157 3.911 4.736  C25 1.107
34 H -4.470 4.154 5.885  C25 1.067
35 C 0.558 -2.062 -3.794  O36 1.399, H43 1.082, H44 1.042, H45 1.087
36 O 0.375 -3.322 -3.214  C35 1.399, P37 1.607
37 P -0.870 -3.650 -2.252  O36 1.607, O38 1.476, O39 1.566, O41 1.628
38 O -0.978 -2.659 -1.163  P37 1.476
39 O -0.520 -5.130 -1.877  P37 1.566, C40 1.378
40 C 0.670 -5.498 -1.287  O39 1.378, H46 1.089, H47 1.095, H48 1.052
41 O -2.191 -3.754 -3.197  P37 1.628, C42 1.474
42 C -3.536 -3.361 -2.739  O41 1.474, H49 1.091, H50 1.119, H51 1.064
43 H 0.723 -1.295 -3.050  C35 1.082
44 H -0.235 -1.835 -4.432  C35 1.042
45 H 1.478 -2.064 -4.374  C35 1.087
46 H 1.440 -5.234 -2.011  C40 1.089
47 H 0.618 -6.584 -1.158  C40 1.095
48 H 0.804 -5.110 -0.318  C40 1.052
49 H -4.021 -4.267 -2.372  C42 1.091
50 H -4.079 -2.983 -3.641  C42 1.119
51 H -3.471 -2.628 -1.971  C42 1.064
52 C 0.488 4.435 -1.453  C53 1.437, H55 1.084, H56 1.093, H57 1.097
53 C 0.017 3.733 -2.615  C52 1.437, N54 1.160
54 N -0.281 3.151 -3.573  C53 1.160
55 H -0.312 4.891 -0.883  C52 1.084
56 H 1.251 5.194 -1.645  C52 1.093
57 H 0.989 3.645 -0.880  C52 1.097
58 C 2.782 2.933 -5.276  C59 1.420, H61 1.133, H62 1.105, H63 1.041
59 C 2.535 1.556 -5.037  C58 1.420, N60 1.143
60 N 2.365 0.474 -4.708  C59 1.143
61 H 2.759 3.146 -6.389  C58 1.133
62 H 3.808 3.202 -4.969  C58 1.105
63 H 2.126 3.601 -4.819  C58 1.041
64 C 4.147 2.239 0.254  C65 1.458, H67 1.090, H68 1.100, H69 1.029
65 C 3.721 2.745 -1.045  C64 1.458, N66 1.173
66 N 3.443 3.136 -2.116  C65 1.173
67 H 5.232 2.344 0.229  C64 1.090
68 H 3.881 1.201 0.500  C64 1.100
69 H 3.885 2.919 0.981  C64 1.029
70 C 0.060 0.659 -1.236  C71 1.449, H73 1.084, H74 1.094, H75 1.113
71 C -0.016 1.122 0.135  C70 1.449, N72 1.152
72 N -0.067 1.455 1.236  C71 1.152
73 H 1.017 0.936 -1.664  C70 1.084
74 H -0.640 1.140 -1.925  C70 1.094
75 H -0.057 -0.447 -1.281  C70 1.113

energy relative to the best compared isomer or geometry (same formula, charge and spin)	0.5983	eV

Below is the molecule C3H3NO3, with properties calculated with wB97M-V/def2-TZVPD.

Last columns: bonded neighbours and bond lengths (Å).
Cartesian coordinates (Å):
1 N -0.873 -0.424 0.164  C2 1.293, C4 1.810, H8 1.013
2 C 0.375 -0.115 0.028  N1 1.293, O3 1.278, C6 1.513
3 O 0.534 1.150 -0.053  C2 1.278, C4 1.731
4 C -1.185 1.352 0.011  N1 1.810, O3 1.731, O5 1.181, H9 1.093
5 O -1.639 1.944 0.927  C4 1.181
6 C 1.531 -1.088 -0.059  C2 1.513, O7 1.200, H10 1.108
7 O 2.658 -0.725 -0.258  C6 1.200
8 H -1.250 -1.362 0.221  N1 1.013
9 H -1.406 1.420 -1.057  C4 1.093
10 H 1.256 -2.153 0.076  C6 1.108

energy relative to the best compared isomer or geometry (same formula, charge and spin)	2.7715	eV

Below is a cluster of 6 separate species, C12H36O6 in total, with properties calculated with wB97M-V/def2-TZVPD.

Last columns: bonded neighbours and bond lengths (Å).
Cartesian coordinates (Å):
1 C 0.459 -3.168 1.841  C2 1.505, H4 1.089, H5 1.095, H6 1.089
2 C -0.878 -2.556 2.163  C1 1.505, O3 1.419, H7 1.104, H8 1.101
3 O -1.053 -2.599 3.571  C2 1.419, H9 0.960
4 H 0.564 -4.133 2.334  C1 1.089
5 H 1.254 -2.526 2.235  C1 1.095
6 H 0.627 -3.283 0.771  C1 1.089
7 H -1.693 -3.084 1.638  C2 1.104
8 H -0.951 -1.532 1.766  C2 1.101
9 H -1.896 -2.200 3.800  O3 0.960
10 C 3.377 -0.695 -3.614  C11 1.516, H13 1.090, H14 1.092, H15 1.093
11 C 2.958 -0.061 -2.302  C10 1.516, O12 1.410, H16 1.096, H17 1.101
12 O 3.972 -0.077 -1.322  C11 1.410, H18 0.962
13 H 4.268 -0.232 -4.038  C10 1.090
14 H 2.564 -0.657 -4.342  C10 1.092
15 H 3.582 -1.754 -3.442  C10 1.093
16 H 2.121 -0.641 -1.896  C11 1.096
17 H 2.515 0.937 -2.445  C11 1.101
18 H 4.731 0.413 -1.652  O12 0.962
19 C 4.056 3.738 2.271  C20 1.528, H22 1.095, H23 1.093, H24 1.088
20 C 2.675 4.390 2.315  C19 1.528, O21 1.416, H25 1.091, H26 1.098
21 O 2.133 4.626 1.028  C20 1.416, H27 0.964
22 H 3.974 2.729 1.854  C19 1.095
23 H 4.455 3.629 3.283  C19 1.093
24 H 4.757 4.305 1.662  C19 1.088
25 H 2.711 5.359 2.813  C20 1.091
26 H 1.997 3.760 2.906  C20 1.098
27 H 1.893 3.772 0.650  O21 0.964
28 C -3.855 -1.248 -0.007  C29 1.514, H31 1.090, H32 1.086, H33 1.096
29 C -4.271 -1.096 1.440  C28 1.514, O30 1.441, H34 1.094, H35 1.097
30 O -5.707 -1.024 1.532  C29 1.441, H36 0.960
31 H -2.920 -1.807 -0.030  C28 1.090
32 H -3.828 -0.346 -0.611  C28 1.086
33 H -4.627 -1.860 -0.487  C28 1.096
34 H -3.836 -0.222 1.934  C29 1.094
35 H -3.937 -1.985 1.989  C29 1.097
36 H -5.985 -1.424 2.360  O30 0.960
37 C -0.917 1.141 0.641  C38 1.510, H40 1.097, H41 1.087, H42 1.085
38 C 0.495 0.818 0.217  C37 1.510, O39 1.448, H43 1.091, H44 1.093
39 O 1.387 1.816 0.771  C38 1.448, H45 0.961
40 H -1.579 0.507 0.039  C37 1.097
41 H -1.135 2.172 0.376  C37 1.087
42 H -1.058 0.895 1.689  C37 1.085
43 H 0.583 0.809 -0.870  C38 1.091
44 H 0.809 -0.161 0.587  C38 1.093
45 H 2.135 1.364 1.172  O39 0.961
46 C -2.437 -0.005 -3.075  C47 1.519, H49 1.090, H50 1.091, H51 1.090
47 C -1.272 -0.910 -2.713  C46 1.519, O48 1.442, H52 1.093, H53 1.088
48 O -1.384 -2.138 -3.462  C47 1.442, H54 0.962
49 H -2.395 0.151 -4.153  C46 1.090
50 H -2.423 0.966 -2.578  C46 1.091
51 H -3.366 -0.531 -2.854  C46 1.090
52 H -1.248 -1.182 -1.655  C47 1.093
53 H -0.325 -0.480 -3.032  C47 1.088
54 H -2.075 -2.678 -3.069  O48 0.962

energy relative to the best compared isomer or geometry (same formula, charge and spin)	2.1820	eV

Below is a cluster of 3 separate species, C3H10O3 in total, with properties calculated with wB97M-V/def2-TZVPD.

Last columns: bonded neighbours and bond lengths (Å).
Cartesian coordinates (Å):
1 C 1.178 -1.792 0.846  C2 1.327, H5 1.081, H6 1.091
2 C 0.728 -0.544 0.790  C1 1.327, C3 1.507, H7 1.087
3 C -0.543 -0.066 1.442  C2 1.507, O4 1.431, H8 1.091, H9 1.088
4 O -0.387 1.334 1.698  C3 1.431, H10 0.960
5 H 1.880 -2.341 0.233  C1 1.081
6 H 0.926 -2.363 1.741  C1 1.091
7 H 1.105 0.136 0.031  C2 1.087
8 H -1.252 -0.182 0.622  C3 1.091
9 H -0.879 -0.649 2.297  C3 1.088
10 H -0.233 1.500 2.630  O4 0.960
11 O 0.000 -0.399 -3.071  H12 0.965, H13 0.961
12 H -0.717 0.146 -2.726  O11 0.965
13 H 0.236 -0.951 -2.321  O11 0.961
14 O -0.917 1.753 -1.434  H15 0.958, H16 0.940
15 H -0.467 2.229 -2.134  O14 0.958
16 H -0.658 2.189 -0.643  O14 0.940

energy relative to the best compared isomer or geometry (same formula, charge and spin)	1.1970	eV

Number 1: E_LUMO 0.523 eV, HOMO-LUMO gap 10.94 eV. Number 2: E_LUMO -0.739 eV, HOMO-LUMO gap 9.64 eV. Number 3: E_LUMO 0.422 eV, HOMO-LUMO gap 10.21 eV. Number 4: E_LUMO 0.667 eV, HOMO-LUMO gap 10.58 eV.